No. 1
{"formula": "C30H45NO2P2Pd", "method": "wB97M-V/def2-TZVPD", "species": ["H", "H", "H", "H", "C", "H", "H", "H", "C", "C", "H", "H", "H", "H", "P", "C", "C", "H", "H", "H", "Pd", "C", "H", "C", "C", "C", "N", "H", "H", "H", "H", "H", "H", "P", "H", "H", "H", "C", "H", "H", "C", "H", "C", "C", "H", "H", "O", "H", "C", "H", "H", "H", "C", "H", "C", "C", "H", "H", "H", "C", "C", "C", "C", "H", "H", "C", "C", "H", "O", "C", "C", "H", "H", "C", "H", "H", "C", "H", "C", "C", "C"], "xyz": [[4.259, 1.016, 5.739], [1.270, 3.858, -5.611], [-3.318, 2.215, 0.882], [2.445, 1.882, 2.654], [-0.965, 2.897, -6.094], [-2.164, 0.537, -3.138], [-1.523, -1.529, -5.846], [0.900, 2.321, 3.380], [0.741, -2.750, -4.807], [-1.514, 0.442, 3.145], [-2.397, 3.113, 5.037], [4.166, 1.552, 4.059], [-0.614, 2.748, -7.120], [-0.721, -0.530, -1.634], [-0.341, -1.693, -3.775], [-1.120, 2.348, -3.644], [-2.290, 0.758, 2.033], [2.508, 2.624, -5.334], [-3.436, 3.809, 2.869], [0.947, -2.934, -1.398], [-1.584, -2.415, -0.897], [0.040, 3.208, -3.435], [1.677, 3.852, -2.272], [0.863, -1.995, 4.282], [0.600, -0.749, 3.687], [1.933, -2.113, 5.168], [-0.601, -0.601, 3.002], [0.936, 1.277, 1.946], [2.173, 0.477, -4.687], [0.693, 2.640, -1.445], [3.054, 2.221, 5.265], [-1.176, -3.469, -2.173], [-1.742, -3.610, -3.766], [0.128, 1.796, -4.890], [0.639, -1.593, -0.170], [0.262, -3.317, 0.302], [-2.133, -0.304, -4.720], [2.772, -1.020, 5.386], [-0.853, 3.953, -5.804], [-2.052, 2.777, -4.017], [2.102, 1.826, -2.944], [-2.538, -2.235, -2.955], [-1.540, 1.319, 4.244], [-1.884, -0.099, 0.866], [0.624, -0.176, -6.191], [-0.862, 0.597, -6.758], [-2.453, -1.249, 0.773], [1.510, -2.154, -5.324], [1.119, 2.917, -2.431], [1.542, -0.824, -2.651], [-0.930, 1.091, 5.102], [-0.898, -1.401, 2.444], [1.508, 2.797, -5.734], [0.189, -2.832, 4.082], [-1.399, 1.185, -2.685], [2.601, 0.174, 4.691], [-1.876, 1.618, -1.799], [2.493, 1.243, -2.104], [0.333, 0.824, -1.400], [-1.583, -2.793, -3.044], [-2.325, 2.467, 4.159], [-1.213, -0.751, -5.129], [-0.232, 0.320, -2.187], [-2.017, 2.598, -6.025], [-0.040, 4.245, -3.774], [1.445, 1.503, 2.891], [0.358, -2.596, -0.532], [3.591, -1.091, 6.102], [-0.934, 0.394, 0.221], [-2.952, 2.840, 2.971], [-0.326, 0.278, -5.855], [1.497, 2.546, -6.799], [2.103, -3.049, 5.691], [0.790, -0.231, -3.197], [2.966, 2.338, -3.365], [0.128, -3.259, -5.572], [3.563, 1.302, 4.943], [1.228, -3.512, -4.182], [1.452, 0.882, -3.961], [1.551, 0.303, 3.775], [-2.923, 1.975, 1.872]], "mulliken_spin": [-0.0009, -0.0014, -0.0033, 0.0007, 0.4903, -0.0105, 0.0082, 0.0078, 0.0059, 0.0387, 0.0008, -0.0021, 0.0104, -0.1326, 0.0026, 0.1370, 0.1489, 0.0132, 0.0054, -0.0364, 0.5209, 0.6036, 0.0038, 0.1061, 0.0285, -0.0383, 0.3934, -0.0012, -0.0286, 0.0345, -0.0020, -0.0012, -0.0017, -0.0426, -0.0683, 0.0293, -0.0046, 0.1299, 0.0146, -0.0081, 0.0608, 0.0006, 0.1191, -0.0019, -0.0027, -0.0043, 0.0221, 0.0006, 0.0054, 0.0110, -0.0013, -0.0384, 0.2693, -0.0022, 0.0619, -0.0399, 0.0456, 0.0026, -0.0025, 0.0711, -0.0328, -0.0057, 0.0816, 0.0108, -0.0157, -0.0070, 0.4838, 0.0028, 0.0322, 0.1588, 0.1663, 0.0072, 0.0006, 0.0276, -0.0018, -0.0016, 0.0029, -0.0006, 0.1514, 0.0842, -0.0727], "spin_multiplicity": 5, "total_charge": 2, "orbital_gap_ha": [0.2147, 0.1564], "e_homo_ev": [-10.958, -12.998]}

---

No. 2
{"formula": "C6H8CrO6", "method": "wB97M-V/def2-TZVPD", "species": ["H", "O", "C", "H", "O", "H", "H", "H", "H", "C", "O", "C", "C", "C", "H", "O", "O", "C", "H", "O", "Cr"], "xyz": [[-1.279, -2.794, -1.194], [-2.857, 1.232, -0.411], [-3.384, -0.028, -0.019], [1.142, -2.694, -0.795], [-1.651, 0.635, 1.277], [-3.549, 0.438, 2.149], [-2.016, -1.198, -0.546], [0.351, -2.261, 0.733], [-0.724, -1.339, -2.018], [-2.909, -0.073, 1.419], [2.913, 0.588, -0.160], [-1.690, 1.356, 0.187], [0.490, -1.952, -0.311], [2.569, -0.639, -0.089], [-4.091, -0.291, -0.806], [-0.688, 1.787, -0.372], [1.183, -0.694, -0.324], [-0.814, -1.815, -1.034], [-2.686, -1.082, 1.787], [3.201, -1.638, 0.153], [1.112, 1.305, -0.449]], "mulliken_spin": [0.0000, 0.0004, 0.0023, 0.0006, 0.0228, 0.0008, -0.0033, 0.0010, -0.0011, 0.0021, -0.0168, -0.0212, -0.0176, 0.0000, -0.0004, -0.0091, -0.0033, 0.0174, 0.0010, 0.0016, 4.0228], "spin_multiplicity": 5, "total_charge": 2, "orbital_gap_ha": [0.1893, 0.1943], "e_homo_ev": [-17.326, -17.453]}

---

No. 3
{"formula": "C2HClN2S", "method": "wB97M-V/def2-TZVPD", "species": ["S", "C", "C", "H", "N", "N", "Cl"], "xyz": [[1.911, 0.839, 0.475], [0.320, 0.934, 1.003], [-0.875, 1.047, 1.238], [-1.723, 1.415, 1.627], [-0.902, -1.603, -1.796], [-0.307, -2.373, -1.350], [1.578, -0.258, -1.197]], "mulliken_spin": [1.1041, -0.1683, 0.5146, 0.0166, 0.0023, 0.0022, 0.5285], "spin_multiplicity": 3, "orbital_gap_ha": [0.2727, 0.2855], "e_homo_ev": [-6.634, -10.800]}

---

No. 4
{"formula": "C21H28N2O2S", "method": "wB97M-V/def2-TZVPD", "species": ["C", "C", "H", "H", "C", "C", "H", "H", "C", "H", "C", "H", "C", "H", "H", "C", "C", "C", "C", "H", "H", "H", "O", "N", "H", "C", "C", "H", "H", "C", "C", "H", "O", "C", "S", "H", "H", "H", "C", "H", "H", "H", "C", "H", "C", "H", "H", "H", "H", "C", "C", "H", "N", "H"], "xyz": [[-1.825, -3.594, 2.213], [-2.711, -0.524, 0.179], [-3.376, -0.267, -0.634], [1.972, 3.733, -0.846], [-2.656, -1.833, 0.624], [-1.051, -1.206, 2.269], [-2.377, -3.633, 3.152], [3.994, -2.570, 2.177], [-1.265, 1.671, -2.046], [2.153, 1.391, -0.392], [3.058, -2.558, 2.731], [0.148, 5.162, 0.119], [0.290, 2.478, -0.389], [2.738, -1.524, 2.847], [-2.295, -4.278, 1.511], [-1.938, 0.466, 0.772], [0.689, -2.620, -1.579], [1.595, -1.627, -1.318], [0.938, 3.627, -1.179], [2.863, -0.087, -2.087], [0.319, 2.747, 0.674], [0.788, 5.771, -1.424], [-1.058, 5.002, -1.546], [-1.111, 2.326, -0.760], [1.685, -0.720, -3.256], [2.005, -3.342, 1.985], [1.835, -0.440, -2.210], [-0.504, 0.857, 2.315], [0.111, -2.753, -2.473], [2.170, -1.780, -0.042], [-2.023, 1.898, 0.294], [0.949, 3.382, -2.240], [1.437, -4.297, 2.474], [0.217, 4.960, -0.963], [0.525, -3.741, -0.300], [-0.813, -3.937, 2.412], [-3.035, 2.080, -0.083], [-3.273, -2.583, 0.149], [-1.834, -2.194, 1.683], [-0.404, -1.467, 3.095], [3.210, -3.002, 3.711], [-1.858, 2.568, 1.144], [1.696, -2.872, 0.643], [0.754, 0.440, 0.170], [1.095, 1.182, -0.572], [2.911, -1.108, 0.353], [-0.528, 0.032, -3.230], [-0.835, -0.394, -1.527], [-1.506, 4.182, -1.278], [-1.105, 0.102, 1.825], [-0.444, 0.387, -2.200], [-2.323, 1.452, -2.204], [0.951, 0.681, -1.927], [-0.946, 2.376, -2.819]], "nbo_charge": [-0.6490, -0.1485, 0.1985, 0.2070, -0.2389, -0.2405, 0.2210, 0.2324, -0.2283, 0.1981, -0.7114, 0.1416, -0.0332, 0.2298, 0.2132, -0.1003, -0.3776, -0.1004, -0.4404, 0.2048, 0.1988, 0.1778, -0.7395, -0.4819, 0.2077, 0.5588, -0.2263, 0.1986, 0.2366, -0.1950, -0.2263, 0.2188, -0.5530, -0.0524, 0.5074, 0.2469, 0.2034, 0.2091, 0.0081, 0.2093, 0.2404, 0.2054, -0.3350, 0.1869, -0.2473, 0.2254, 0.2006, 0.1857, 0.4873, -0.1499, -0.2544, 0.2036, -0.4421, 0.2084], "smiles": "CC(=O)c1cc(CN2CCN(Cc3ccc(C)cc3)[C@H](CCO)C2)cs1", "orbital_gap_ha": 0.3014, "e_homo_ev": -8.207}

---

No. 5
{"formula": "C2H8O2", "method": "wB97M-V/def2-TZVPD", "species": ["H", "O", "H", "H", "H", "H", "C", "H", "O", "H", "H", "C"], "xyz": [[-1.523, -3.054, -1.558], [1.344, 0.951, 3.169], [0.919, -2.237, -1.439], [-0.438, 3.417, 1.636], [1.531, 1.460, 2.368], [0.472, 0.595, 2.926], [0.145, -1.698, -1.970], [-1.996, -1.725, -2.641], [-0.251, 2.571, 1.220], [0.594, 2.610, 0.761], [0.375, -0.721, -2.387], [-1.171, -2.168, -2.087]], "mulliken_spin": [0.0342, 0.0000, 0.0373, 0.0000, 0.0000, 0.0000, 0.4330, 0.0313, -0.0002, 0.0000, 0.0381, 0.4262], "spin_multiplicity": 2, "total_charge": 1, "orbital_gap_ha": [0.2511, 0.1152], "e_homo_ev": [-13.559, -13.558]}

---

No. 6
{"formula": "C17H41N3O3PS", "method": "wB97M-V/def2-TZVPD", "species": ["C", "H", "C", "H", "C", "H", "H", "N", "H", "H", "H", "C", "H", "H", "C", "H", "N", "H", "C", "H", "H", "H", "H", "C", "C", "H", "C", "H", "H", "H", "H", "C", "H", "H", "H", "C", "S", "C", "O", "H", "H", "H", "H", "P", "N", "H", "O", "H", "C", "O", "H", "H", "C", "H", "H", "H", "C", "H", "H", "H", "C", "H", "H", "C", "H", "H"], "xyz": [[-2.612, 5.430, -6.395], [0.371, -0.423, -4.531], [0.358, -1.259, 2.741], [1.021, -3.353, 7.064], [-0.847, -1.521, 4.929], [-3.341, 5.423, -7.207], [0.791, -1.897, -3.875], [0.758, -0.889, -3.707], [3.244, 2.299, -3.796], [-0.937, -4.850, 5.481], [-1.690, -1.997, 5.432], [-0.445, -4.544, 7.564], [-2.583, 3.010, -7.748], [-2.970, 6.099, -5.610], [-1.109, 0.646, -1.090], [3.226, -0.275, -0.995], [-1.305, -0.751, -0.747], [-3.324, 3.646, -5.433], [-0.801, -1.926, 3.466], [-1.486, -4.408, 7.866], [0.645, -5.466, 5.934], [1.741, 3.510, -2.200], [-2.122, -0.600, 2.894], [1.641, 2.397, -2.254], [2.928, 1.714, -2.893], [-0.543, -2.553, -1.741], [4.246, 0.098, -1.303], [0.373, -1.549, 1.686], [-0.988, -0.439, 5.029], [-0.396, 2.859, -2.969], [-1.710, 2.089, -6.508], [-1.876, 3.088, -6.920], [0.261, -0.168, 2.766], [-0.079, -6.216, 8.897], [2.671, 0.664, -3.202], [-0.388, -5.356, 6.279], [-1.189, 3.835, -0.579], [-2.389, 4.032, -5.844], [-2.029, -1.559, 2.829], [4.929, 0.088, -0.416], [1.312, -1.534, 3.195], [5.054, 1.828, -2.400], [1.586, 1.997, -1.202], [-1.879, 2.078, -0.124], [-0.011, -0.613, -2.588], [-0.615, 4.428, -5.122], [-1.447, 4.087, -4.770], [-3.275, 2.054, -0.456], [-0.607, -1.446, -1.692], [0.100, -3.245, 7.331], [-0.706, -3.011, 3.388], [1.383, -5.331, 8.419], [0.327, -5.225, 8.683], [0.069, -1.802, 5.445], [-0.815, -6.351, 6.421], [4.680, -0.596, -2.066], [-0.265, 0.742, -2.251], [0.286, -4.627, 9.596], [-1.683, 1.922, 1.290], [-1.822, -1.175, 0.027], [4.116, 1.575, -1.838], [3.986, 2.287, -0.980], [-1.676, 5.854, -6.771], [0.287, 1.975, -3.015], [-0.915, 3.432, -7.314], [0.481, 1.768, -4.105]], "nbo_charge": [-0.6316, 0.3937, -0.6256, 0.4567, -0.6283, 0.2181, 0.3896, -0.5964, 0.2128, 0.2061, 0.2299, 0.0930, 0.2221, 0.2244, -0.1997, 0.1816, -0.4819, 0.1773, 0.0883, 0.1802, 0.1963, 0.2354, 0.4565, -0.3836, -0.4171, 0.2526, -0.6135, 0.1878, 0.1958, 0.3148, 0.1980, -0.6274, 0.1963, 0.2149, 0.2018, -0.6290, -0.5154, 0.0940, -0.7381, 0.2233, 0.2276, 0.2155, 0.2032, 0.7918, -0.1522, 0.4608, -0.7334, 0.0216, 0.2260, -0.7243, 0.1813, 0.1981, -0.6301, 0.2326, 0.2179, 0.2128, 0.2209, 0.2231, 0.0219, 0.4809, -0.4041, 0.2075, 0.2013, -0.4857, 0.2013, 0.2298], "total_charge": 1, "orbital_gap_ha": 0.3099, "e_homo_ev": -11.607}

---

No. 7
{"formula": "C19H24NO2OsS4", "method": "wB97M-V/def2-TZVPD", "species": ["H", "C", "H", "C", "S", "O", "C", "O", "H", "N", "C", "H", "S", "Os", "H", "C", "C", "H", "H", "C", "H", "H", "C", "H", "C", "H", "H", "H", "H", "C", "H", "C", "H", "C", "H", "C", "C", "H", "C", "H", "C", "C", "C", "H", "S", "H", "C", "H", "S", "H", "H"], "xyz": [[-2.169, 0.115, -4.195], [-3.715, -1.232, -3.564], [-0.021, 3.009, 2.401], [-4.159, -1.356, -1.185], [0.040, -0.765, 2.210], [1.189, -7.802, 2.438], [-2.419, 0.111, -2.056], [1.187, -8.822, 0.494], [2.666, 0.930, 1.116], [-2.715, 0.002, 0.319], [2.394, 1.020, 0.068], [1.009, -8.694, -0.446], [-0.279, 1.909, 0.277], [-0.650, -0.457, 0.005], [1.938, -2.686, 0.429], [-3.152, -0.433, -0.999], [0.312, -6.231, -0.691], [3.367, -1.723, 0.766], [-0.264, -3.379, 1.892], [0.348, -5.404, 1.604], [1.404, 2.434, -1.249], [3.312, 1.162, -0.506], [-0.133, -5.000, -1.124], [-3.960, -1.541, -4.571], [-2.706, -0.306, -3.356], [-2.928, 0.995, 0.426], [1.775, -2.312, 2.802], [0.458, -7.010, -1.427], [0.041, 0.926, 3.911], [1.769, -1.416, 2.185], [-1.446, 2.002, 2.302], [-0.372, 2.019, 2.102], [1.432, 1.108, 2.846], [2.276, -1.712, 0.786], [1.800, 3.087, 0.329], [-4.436, -1.751, -2.488], [1.461, 2.186, -0.187], [2.384, -0.675, 2.693], [-0.070, -4.172, 1.180], [0.519, -5.617, 2.651], [0.358, 0.940, 2.869], [-0.304, -3.953, -0.192], [1.002, -7.761, 1.250], [-3.191, -0.465, 1.090], [-0.933, -2.495, -0.821], [-4.723, -1.758, -0.352], [0.547, -6.441, 0.671], [-0.343, -4.827, -2.172], [1.685, -0.569, -0.501], [-5.233, -2.461, -2.667], [-1.687, 0.897, -1.885]], "nbo_charge": [0.2572, -0.1785, 0.2964, -0.2878, 0.5171, -0.4795, -0.3453, -0.5976, 0.2350, -0.7886, -0.5486, 0.4946, 0.4306, 0.1783, 0.2586, 0.1988, -0.1925, 0.2928, 0.2117, -0.1747, 0.2792, 0.2944, -0.0988, 0.2649, -0.1292, 0.4243, 0.2823, 0.2500, 0.2904, -0.5378, 0.2556, -0.5455, 0.2392, -0.5516, 0.2910, -0.1016, -0.5427, 0.2575, -0.1178, 0.2905, -0.5304, -0.3206, 0.7311, 0.4338, 0.5562, 0.2539, 0.0221, 0.2591, 0.5222, 0.2625, 0.2379], "total_charge": 3, "orbital_gap_ha": [0.2006, 0.2008], "e_homo_ev": [-18.018, -18.019]}

---

No. 8
{"formula": "CH5FN2", "method": "wB97M-V/def2-TZVPD", "species": ["H", "H", "H", "N", "F", "H", "H", "C", "N"], "xyz": [[1.444, -1.038, 0.693], [1.317, -1.015, -0.946], [-0.168, -1.463, 0.010], [-0.273, 1.131, 0.006], [-2.332, -0.019, 0.340], [-0.148, 2.183, -0.074], [-1.489, 0.471, 0.177], [0.839, -0.841, -0.086], [0.809, 0.590, -0.119]], "nbo_charge": [0.2192, 0.2174, 0.2163, -0.3347, -0.6434, 0.3470, 0.4925, -0.4696, -0.0447], "smiles": "[H]/N=N/C.F", "orbital_gap_ha": 0.3878, "e_homo_ev": -10.273}